14
Properties=species:S:1:pos:R:3:forces:R:3:mulliken_charge:R:1 method="wB97M-V/def2-TZVPD" smiles="CP(O)O.C=N" e_tot_ev=-17076.748 lumo_energy_ev=0.88 largest_force_ev_per_a=4.743 de_lowest_ev=2.641
C 1.8340 -1.2753 -0.3589 -1.3 -0.2 3.5 -1.20
C -2.4283 0.0794 0.5731 -2.0 -3.3 2.8 -0.20
N -2.3761 1.2217 0.1197 -1.0 0.0 -2.7 -0.58
O 0.2615 0.4081 -1.3823 -2.1 1.0 -0.7 -0.53
O 1.4657 1.1113 0.6627 -0.8 0.5 1.5 -0.54
P 0.4726 -0.1012 0.1754 2.7 0.2 -1.3 0.50
H 2.5151 -0.7401 -0.9250 1.1 0.6 -1.9 0.35
H 2.3852 -1.6539 0.5202 -0.1 0.6 0.2 0.36
H 1.3937 -2.1842 -0.6467 -0.4 -1.0 -1.6 0.38
H -3.0052 -0.7239 0.1168 0.4 0.1 -1.4 0.27
H -2.2820 -0.3821 1.6064 0.7 1.6 -0.6 0.27
H -0.5370 1.0132 -1.5781 1.6 -1.5 0.9 0.37
H -2.0611 1.9045 0.7189 1.3 1.8 1.9 0.24
H 2.3620 1.3225 0.3978 0.0 -0.5 -0.5 0.31

14
Properties=species:S:1:pos:R:3:forces:R:3:mulliken_charge:R:1 method="wB97M-V/def2-TZVPD" e_tot_ev=-17075.199 lumo_energy_ev="-0.41 / -0.49" largest_force_ev_per_a=2.237 de_lowest_ev=4.191
C -2.3907 0.3712 0.0965 -0.6 -0.1 0.0 -0.71
C 2.7346 0.7259 0.1508 0.9 -0.2 -0.2 -0.64
N -1.0347 0.7849 0.3456 0.7 0.2 0.0 -0.03
O 0.5749 -2.4759 0.1326 0.3 2.2 0.1 -0.84
O 1.3639 1.0044 0.3561 -1.2 -0.1 -0.2 -0.23
P 0.2374 0.3379 -0.5785 0.1 -1.4 1.0 0.30
H -2.7405 -0.3038 0.8798 0.1 0.0 -0.1 0.28
H -3.0618 1.2340 0.0542 0.1 -0.1 -0.1 0.28
H -2.4314 -0.1576 -0.8523 -0.1 0.0 -0.1 0.28
H 3.2437 0.9821 1.0776 0.0 0.0 -0.1 0.23
H 3.1352 1.3345 -0.6638 -0.1 0.0 0.1 0.28
H 2.8833 -0.3310 -0.0696 0.0 0.0 0.1 0.34
H -0.8497 1.2111 1.2464 0.1 -0.1 -0.1 0.27
H -0.0462 -2.8920 -0.4571 -0.4 -0.2 -0.5 0.20

15
Properties=species:S:1:pos:R:3:forces:R:3:mulliken_charge:R:1 method="wB97M-V/def2-TZVPD" e_tot_ev=-11886.191 lumo_energy_ev=3.99 total_charge=-1 largest_force_ev_per_a=1.707 de_lowest_ev=0.306
O 1.7205 -1.1997 1.3818 0.3 -0.4 -0.2 -0.71
C 1.2991 -0.5701 0.4045 -1.0 1.0 -0.4 0.65
O 1.4478 -0.7515 -0.8444 0.2 -0.5 0.5 -0.84
C 0.4234 0.6748 0.7537 0.5 0.3 1.6 -0.47
N -0.5577 0.4523 1.8606 -0.1 -0.1 -0.9 -0.71
H 1.0812 1.4276 1.2098 0.3 -0.1 -0.5 0.20
H -0.0297 1.1405 -0.1113 -0.3 -0.1 -0.2 0.34
H -1.3437 -0.0380 1.4411 0.0 -0.3 0.3 0.23
H -0.1059 -0.2114 2.4922 -0.1 0.1 -0.2 0.29
H -1.2010 -0.9108 -2.3527 -0.7 -0.4 -0.4 0.30
H 0.0603 -0.4590 -1.7704 0.9 0.7 0.2 0.41
O -0.6769 -0.1157 -2.3391 -0.1 -0.2 0.1 -0.75
H -2.3142 1.2234 0.0441 0.4 0.1 0.2 0.31
H -2.0785 0.7325 -1.4203 0.2 0.1 0.5 0.43
O -2.7605 0.9937 -0.7661 -0.6 -0.1 -0.6 -0.70